[1]
A molecular structure, C70H126N2O29Rb in a non-equilibrium geometry. Source: the Open Molecules 2025 dataset; level of theory: wB97M-V/def2-TZVPD.

## Properties
Charge ... -1

Cartesian coordinates (Å):
Rb 1.063 -19.828 -6.639
C 0.292 -17.784 -3.484
C -1.135 -18.254 -3.770
C -1.793 -17.156 -4.602
C -3.140 -17.543 -5.198
C -2.979 -18.829 -5.992
C -2.337 -19.980 -5.201
N -1.118 -19.505 -4.533
O -0.279 -20.503 -4.018
C -2.058 -21.053 -6.261
C -3.375 -20.571 -4.222
C -1.858 -18.420 -2.419
H 0.943 -17.919 -4.346
H 0.750 -18.300 -2.642
H 0.233 -16.717 -3.253
H -1.172 -16.929 -5.479
H -1.892 -16.251 -3.995
H -3.511 -16.719 -5.816
H -3.913 -17.693 -4.434
H -2.383 -18.627 -6.892
H -3.981 -19.121 -6.332
H -1.456 -21.888 -5.897
H -1.521 -20.649 -7.127
H -2.972 -21.483 -6.682
H -2.826 -21.108 -3.439
H -4.050 -21.284 -4.701
H -3.962 -19.829 -3.681
H -1.335 -19.185 -1.846
H -2.923 -18.591 -2.520
H -1.753 -17.482 -1.851
C 3.270 -21.243 -11.161
C 2.964 -20.057 -10.243
C 3.390 -18.795 -11.020
C 2.337 -18.269 -11.991
C 1.065 -18.054 -11.212
C 0.538 -19.337 -10.557
N 1.570 -19.990 -9.790
O 1.131 -21.218 -9.260
C -0.145 -20.187 -11.640
C -0.554 -18.852 -9.597
C 3.848 -20.127 -9.000
H 2.551 -21.287 -11.991
H 3.168 -22.202 -10.653
H 4.244 -21.181 -11.649
H 4.258 -19.066 -11.639
H 3.772 -17.982 -10.392
H 2.172 -19.032 -12.761
H 2.720 -17.370 -12.480
H 0.278 -17.697 -11.896
H 1.155 -17.217 -10.510
H -0.881 -19.589 -12.178
H -0.694 -21.028 -11.214
H 0.626 -20.631 -12.268
H -1.424 -18.457 -10.124
H -0.163 -18.106 -8.896
H -0.898 -19.671 -8.955
H 3.554 -20.930 -8.329
H 3.785 -19.181 -8.453
H 4.894 -20.244 -9.308
C -4.682 -18.348 -9.224
C -5.800 -17.756 -8.375
C -6.056 -16.417 -9.105
O -4.925 -16.178 -9.940
C -3.897 -17.111 -9.571
H -5.120 -18.772 -10.134
H -4.109 -19.155 -8.767
H -5.448 -17.546 -7.361
H -6.666 -18.409 -8.275
H -6.202 -15.602 -8.389
H -6.953 -16.471 -9.726
H -3.280 -16.722 -8.750
H -3.246 -17.192 -10.442
C 3.870 -14.989 -12.192
C 4.156 -14.809 -13.680
C 5.353 -13.868 -13.633
O 5.080 -12.955 -12.591
C 4.206 -13.572 -11.657
H 4.486 -15.759 -11.725
H 2.817 -15.210 -12.013
H 3.286 -14.365 -14.168
H 4.416 -15.721 -14.222
H 5.509 -13.382 -14.597
H 6.260 -14.451 -13.415
H 3.284 -12.990 -11.574
H 4.654 -13.642 -10.663
C 3.078 -15.556 -8.789
C 1.969 -14.514 -8.558
C 1.025 -15.335 -7.665
O 1.888 -16.164 -6.884
C 3.217 -16.145 -7.405
H 3.992 -15.031 -9.089
H 2.879 -16.268 -9.588
H 1.569 -14.179 -9.514
H 2.370 -13.683 -7.977
H 0.348 -15.909 -8.303
H 0.498 -14.698 -6.956
H 3.625 -17.157 -7.445
H 3.905 -15.558 -6.789
C 7.826 -20.991 -7.110
C 7.598 -22.074 -8.163
C 8.975 -22.748 -8.157
O 9.933 -21.722 -7.893
C 9.293 -20.603 -7.262
H 7.625 -21.443 -6.135
H 7.172 -20.123 -7.191
H 7.448 -21.622 -9.147
H 6.818 -22.772 -7.867
H 9.215 -23.292 -9.067
H 9.014 -23.424 -7.291
H 9.406 -19.682 -7.835
H 9.775 -20.507 -6.286
C 5.191 -21.136 -4.252
C 4.154 -21.769 -3.315
C 2.862 -21.476 -4.076
O 3.220 -21.383 -5.476
C 4.624 -21.435 -5.640
H 6.203 -21.510 -4.089
H 5.213 -20.068 -4.021
H 4.117 -21.256 -2.355
H 4.283 -22.841 -3.157
H 2.519 -20.467 -3.830
H 2.036 -22.167 -3.939
H 4.994 -20.668 -6.321
H 4.941 -22.437 -5.952
C -0.243 -14.606 -11.605
C -1.759 -14.639 -11.660
C -2.076 -14.843 -13.136
O -1.041 -14.170 -13.821
C 0.151 -14.162 -13.033
H 0.233 -15.563 -11.370
H 0.151 -13.932 -10.843
H -2.082 -13.608 -11.454
H -2.324 -15.215 -10.932
H -3.063 -14.439 -13.363
H -2.125 -15.902 -13.440
H 0.558 -13.151 -13.064
H 0.885 -14.857 -13.457
C -1.835 -23.814 -9.180
C -2.928 -23.341 -10.095
C -3.245 -21.832 -10.004
O -3.355 -21.424 -11.362
C -2.923 -22.410 -12.182
O -2.840 -22.306 -13.364
O -2.559 -23.498 -11.476
H -0.882 -23.305 -9.301
H -1.687 -24.890 -9.290
H -2.179 -23.694 -8.147
H -3.844 -23.907 -9.902
H -2.424 -21.304 -9.511
H -4.183 -21.658 -9.484
C 5.359 -24.409 -11.386
C 6.473 -24.867 -12.276
C 7.830 -24.170 -12.086
O 8.768 -25.249 -12.030
C 8.122 -26.437 -12.080
O 8.666 -27.493 -12.075
O 6.786 -26.261 -12.090
H 5.524 -24.477 -10.310
H 4.423 -24.931 -11.599
H 5.156 -23.356 -11.606
H 6.137 -24.770 -13.312
H 7.885 -23.520 -11.216
H 8.053 -23.606 -12.990
C 0.862 -23.801 -6.155
C 1.344 -24.085 -7.534
C 2.797 -23.734 -7.811
O 3.206 -24.771 -8.711
C 2.364 -25.836 -8.588
O 2.557 -26.880 -9.115
O 1.319 -25.515 -7.808
H -0.161 -24.148 -5.999
H 0.905 -22.739 -5.924
H 1.460 -24.323 -5.404
H 0.775 -23.641 -8.349
H 3.468 -23.704 -6.952
H 2.847 -22.768 -8.313
C 0.953 -23.330 -14.094
C 1.568 -23.993 -12.879
C 0.758 -23.686 -11.605
O 0.244 -24.971 -11.211
C 0.698 -25.934 -12.031
O 0.477 -27.090 -11.921
O 1.501 -25.410 -12.995
H 0.672 -22.296 -13.899
H 0.059 -23.872 -14.403
H 1.665 -23.291 -14.921
H 2.591 -23.640 -12.746
H -0.033 -22.953 -11.678
H 1.449 -23.358 -10.829
C 5.464 -18.966 -16.037
C 5.088 -19.519 -14.681
C 4.766 -21.014 -14.688
O 5.672 -21.595 -13.739
C 6.500 -20.651 -13.260
O 7.357 -20.829 -12.452
O 6.231 -19.443 -13.806
H 5.865 -17.959 -15.899
H 4.622 -18.936 -16.724
H 6.292 -19.547 -16.449
H 4.282 -18.930 -14.239
H 4.865 -21.494 -15.660
H 3.752 -21.202 -14.339
C -0.272 -16.559 -15.983
C -0.051 -17.640 -14.945
C -1.109 -18.753 -14.963
O -0.338 -19.946 -14.956
C 0.919 -19.682 -15.341
O 1.726 -20.523 -15.589
O 1.163 -18.359 -15.273
H 0.428 -15.733 -15.864
H -1.279 -16.157 -15.890
H -0.053 -17.017 -16.949
H 0.101 -17.218 -13.951
H -1.720 -18.697 -15.867
H -1.760 -18.744 -14.092
C 7.388 -17.842 -11.095
C 7.755 -17.180 -9.793
C 7.158 -15.786 -9.497
O 6.576 -15.935 -8.208
C 6.648 -17.221 -7.796
O 6.155 -17.628 -6.798
O 7.348 -17.973 -8.673
H 6.340 -18.147 -11.079
H 7.991 -18.736 -11.241
H 7.589 -17.178 -11.937
H 8.839 -17.044 -9.722
H 6.415 -15.472 -10.236
H 7.933 -15.021 -9.483

Mulliken atomic charge list, values in e, 2 entries:
1. Rb -0.372
2. C -1.421

=====

[2]
C8H21FN2Si in the gas phase in a non-equilibrium geometry. Source: the Open Molecules 2025 dataset; level of theory: wB97M-V/def2-TZVPD.

## Properties
Energy above the lowest of the compared OMol25 structures with the same formula, charge and spin ... 0.0 kJ/mol
SMILES ... CC(C)(C)[Si](F)(NN)C(C)(C)C

Cartesian coordinates (Å):
C -1.250 -1.931 0.975
C -2.951 -0.154 0.630
C -1.817 -1.192 -1.325
C 2.197 -0.469 -1.375
C 2.723 1.270 0.349
C 2.238 -1.077 1.056
C -1.618 -0.719 0.117
C 1.931 0.009 0.043
N -1.066 3.265 -0.512
N -0.572 1.975 -0.865
F -0.428 1.353 1.663
Si -0.286 0.657 0.197
H -0.385 -2.446 0.566
H -1.022 -1.635 1.996
H -2.080 -2.637 0.998
H -3.267 0.701 0.037
H -2.868 0.154 1.671
H -3.727 -0.918 0.565
H -2.129 -0.371 -1.967
H -0.896 -1.608 -1.727
H -2.585 -1.965 -1.363
H 1.628 -1.367 -1.602
H 1.935 0.297 -2.101
H 3.256 -0.702 -1.497
H 2.537 1.595 1.368
H 2.450 2.078 -0.325
H 3.793 1.082 0.238
H 1.951 -0.768 2.058
H 1.714 -1.998 0.814
H 3.307 -1.294 1.059
H -1.894 3.160 0.069
H -0.369 3.749 0.055
H -0.452 1.904 -1.863

Mulliken atomic charge list, values in e, 2 entries:
1. C -1.830
2. C -1.955

=====

no.,HOMO energy (eV),frontier orbital gap (eV)
1,-3.3,4.822
2,-8.3,9.036